Entry from the OMol25 dataset: a molecular structure, C45H101F3N4O11Y at a distorted geometry (ωB97M-V/def2-TZVPD).

XYZ file:
```
165
Properties=species:S:1:pos:R:3:mulliken_charge:R:1
Y 0.5813 -4.1316 2.1492 1.5378
C -1.0128 -0.2792 0.8375 -0.0983
C 0.3841 -0.7955 1.1689 1.4314
O 0.6472 -1.7434 2.1484 -0.3979
H -1.3733 0.4599 1.5530 0.4748
H -1.7722 -1.0596 0.8871 -0.1464
H -0.9371 0.2503 -0.1122 -0.3636
H 1.0661 0.0529 1.2242 0.1615
H 0.6492 -1.3078 0.2441 -0.5884
C -1.6898 -4.2033 -1.0080 -0.3311
O -0.8100 -3.2366 -1.5837 0.2860
O -1.0963 -4.3900 0.2669 -0.7205
C -3.2257 -3.7051 -1.1509 0.7105
F -4.1159 -4.6325 -0.6912 -0.3104
F -3.4133 -2.6331 -0.3800 -0.1954
F -3.5807 -3.3489 -2.3921 -0.2241
C -0.4803 -3.3548 -2.9261 -0.8312
C 0.6799 -2.3656 -3.1716 -0.3662
H 0.9126 -2.3301 -4.2359 0.5942
H 0.3574 -1.4326 -2.7096 -0.2440
H 1.5833 -2.7420 -2.6917 0.1485
H -1.3525 -3.2003 -3.5612 0.4999
H -0.0714 -4.3118 -3.2502 0.2869
H -1.5575 -5.1457 -1.5396 0.3739
O 1.8288 -4.0129 -0.1480 -0.4860
H 1.1735 -3.9447 -0.8424 0.0199
H 2.6670 -4.0306 -0.6100 0.3393
O -2.0055 -0.8503 4.5179 -0.6630
H -1.8374 -0.7255 3.5839 0.2631
H -1.1758 -0.6319 4.9423 0.3337
O -3.3902 -3.0048 2.3371 -0.5235
H -2.6293 -3.4516 2.7080 0.2100
H -3.0994 -2.7123 1.4733 0.2496
C 4.3704 1.9578 -4.3249 -1.9817
C 3.1900 2.4853 -3.5628 1.6365
C 2.4131 1.2821 -2.9479 -0.1614
C 1.3352 1.6421 -1.9165 2.4226
C 1.9528 2.3255 -0.7146 -0.6760
C 2.9237 3.4924 -1.0506 1.4555
N 3.6998 3.2109 -2.3388 0.8217
O 4.4718 4.2317 -2.6941 -0.5763
C 2.0536 4.7413 -1.2185 -1.6267
C 3.9333 3.7339 0.1252 -1.9661
C 2.1578 3.3341 -4.4741 -1.4168
H 4.0886 1.2830 -5.1332 0.4165
H 5.0451 1.3152 -3.7593 0.3044
H 5.0195 2.7430 -4.7126 0.4228
H 2.0581 0.6198 -3.7375 0.7213
H 3.1727 0.6816 -2.4474 -1.3578
H 0.8858 0.6910 -1.6309 -1.0899
H 0.5463 2.3171 -2.2485 -0.9885
H 2.5466 1.6020 -0.1560 -0.9003
H 1.1347 2.5888 -0.0443 0.9454
H 2.6567 5.5844 -1.5555 0.3549
H 1.4550 4.5157 -2.1010 0.2661
H 1.4153 4.8514 -0.3418 0.4353
H 4.6440 2.9074 0.1326 0.3104
H 4.4817 4.6609 -0.0418 0.4970
H 3.3605 3.8987 1.0378 0.3457
H 1.1920 3.5250 -4.0063 0.0277
H 2.0370 2.8812 -5.4582 0.4382
H 2.5238 4.3522 -4.6066 0.3703
H 5.2384 3.9087 -2.2148 0.3936
C 7.2611 -4.0311 -1.6831 -1.6290
C 6.3752 -4.0411 -0.3917 1.4312
C 7.3119 -3.7318 0.8438 -1.2132
C 7.5540 -2.2842 1.1348 -0.6333
C 6.1083 -1.6776 1.2981 -1.5469
C 5.1739 -1.8205 0.0822 1.8113
N 5.1504 -3.2148 -0.3249 0.5593
O 4.3439 -3.4244 -1.4452 -0.5435
C 3.7427 -1.4559 0.4787 -1.2875
C 5.5767 -0.8064 -1.0319 -1.5661
C 5.8841 -5.4810 -0.1874 -1.9548
H 8.1597 -4.6479 -1.6952 0.4197
H 7.5786 -3.0018 -1.8501 0.3924
H 6.6785 -4.2238 -2.5840 0.3480
H 6.8521 -4.2153 1.7056 0.4117
H 8.2698 -4.2237 0.6751 0.4058
H 8.1746 -1.8055 0.3773 0.3589
H 8.0550 -2.2871 2.1028 0.4172
H 6.2296 -0.6048 1.4484 0.4224
H 5.5042 -2.0747 2.1139 0.4900
H 2.9584 -1.7090 -0.2346 -0.1820
H 3.4030 -2.0265 1.3431 0.1991
H 3.7074 -0.3885 0.6967 0.3513
H 5.6138 0.1614 -0.5318 0.3633
H 6.5468 -0.8539 -1.5266 0.1690
H 4.8464 -0.7744 -1.8404 0.3401
H 6.7504 -6.1416 -0.1512 0.4388
H 5.1754 -5.9247 -0.8867 0.3170
H 5.3416 -5.5978 0.7508 0.3955
H 4.6516 -2.7788 -2.0856 0.4194
C -4.9902 0.8285 2.2984 -2.5012
C -5.6560 1.5110 3.5023 2.1781
C -7.0027 0.8840 3.5499 -1.6020
C -7.9188 1.3347 4.6592 -0.7032
C -7.1743 0.8856 5.9535 -1.3775
C -5.6720 1.4285 6.0102 1.5245
N -4.8884 1.1711 4.7473 0.4970
O -3.5607 1.5870 4.7869 -0.4440
C -5.7841 2.9432 6.5273 -1.7470
C -4.9959 0.6243 7.1663 -1.7932
C -5.7637 3.0694 3.2776 -1.7546
H -5.6397 0.8291 1.4230 0.3470
H -4.7572 -0.1766 2.6498 0.5141
H -4.0800 1.3698 2.0406 0.3849
H -7.5013 0.8461 2.5813 0.5214
H -6.9678 -0.1966 3.6888 0.5172
H -8.8770 0.8286 4.5415 0.4112
H -7.9911 2.4173 4.5553 0.3271
H -7.2329 -0.2027 5.9702 0.4493
H -7.7646 1.2171 6.8078 0.4440
H -6.3679 3.6563 5.9453 0.2983
H -6.1818 2.9959 7.5408 0.4595
H -4.7694 3.3381 6.5789 0.4163
H -4.4706 1.3445 7.7935 0.3788
H -5.7340 0.2318 7.8657 0.4421
H -4.3727 -0.2267 6.8915 0.3459
H -4.7610 3.4967 3.2873 0.4010
H -6.3377 3.7100 3.9471 0.3182
H -6.1460 3.2716 2.2771 0.4104
H -3.1183 0.7712 5.0325 0.3711
C -2.7599 0.6736 -6.7915 -2.1270
C -2.4981 0.9834 -5.3014 2.3470
C -2.4852 2.5567 -5.1681 -1.5865
C -2.4800 3.0093 -3.7262 0.7528
C -3.7819 2.4886 -3.1614 -1.8380
C -3.9542 0.8719 -3.1986 1.8341
N -3.5655 0.3796 -4.5517 0.1782
O -3.5758 -1.0388 -4.5975 -0.4660
C -3.1416 0.3039 -2.0060 -1.0047
C -5.4454 0.5750 -3.0520 -1.7658
C -1.1505 0.3609 -4.8989 -2.4864
H -3.8003 0.7231 -7.1125 0.4365
H -2.3655 -0.2940 -7.1019 0.3072
H -2.2972 1.4818 -7.3579 0.4611
H -1.5298 2.8405 -5.6095 0.5929
H -3.2039 3.0635 -5.8122 0.3526
H -2.4111 4.0943 -3.6478 0.5322
H -1.5876 2.6666 -3.2025 -0.7375
H -4.6036 2.9513 -3.7081 0.4887
H -3.9849 2.8673 -2.1596 0.4755
H -2.8796 -0.7540 -2.0212 -0.1594
H -2.1935 0.8403 -1.9683 -0.0993
H -3.7193 0.5146 -1.1061 0.5604
H -5.5742 -0.4851 -3.2705 0.4184
H -5.7188 0.7654 -2.0142 0.3406
H -6.1344 1.1380 -3.6817 0.3685
H -0.9368 0.5649 -3.8497 0.2073
H -0.3031 0.7338 -5.4742 0.5523
H -1.1346 -0.7073 -5.1152 0.7739
H -2.6662 -1.2462 -4.3713 0.2495
C 3.5077 -0.8084 4.4012 -0.6942
C 2.3843 -0.0093 5.1086 0.2751
C 2.3928 1.4799 4.7407 -1.1947
O 1.1349 -0.5878 4.6876 -0.5030
H 3.3989 -1.8634 4.6527 0.2673
H 4.4529 -0.3675 4.7180 0.4804
H 3.5255 -0.6699 3.3202 -0.1385
H 2.3824 0.0000 6.1986 0.3351
H 2.5752 1.6078 3.6737 0.0999
H 3.1741 1.9721 5.3199 0.4646
H 1.4698 1.9480 5.0828 0.3410
H 1.0750 -0.7392 3.7415 0.0932
```

Results
Largest force on an atom ... 7.36 eV/A
HOMO energy ... -9.21 eV
Energy above the lowest of the compared OMol25 structures with the same formula, charge and spin ... 0.00 kJ/mol
Multiplicity ... 1
Frontier orbital gap ... 0.10954 Ha
Charge ... +1